A molecular structure, C33H53F7NO8S2Sb2SiSr at a distorted geometry, computed with ωB97M-V with the def2-TZVPD basis set.

Structure (XYZ):
```
108
C33H53F7NO8S2Sb2SiSr, DFT ωB97M-V with the def2-TZVPD basis set
Sr -0.2064 0.8886 0.4065
F -3.0346 1.5356 4.3170
C -3.7078 0.7705 3.4766
F -4.8862 1.3279 3.2039
F -3.9083 -0.4152 4.0547
S -2.8444 0.3637 1.8675
O -1.5654 -0.1896 2.2673
O -3.8022 -0.4872 1.2418
N -2.6692 1.6696 0.8542
S -1.9459 3.0239 1.4391
O -1.2532 3.6623 0.3616
O -1.2082 2.7154 2.6351
C -3.3380 4.1825 1.8581
F -4.3082 4.0713 0.9587
F -3.8174 3.9160 3.0687
F -2.8602 5.4262 1.8427
C 1.5466 -2.5238 -3.0708
Sb 1.5347 -1.9505 -0.9957
C 3.2188 -2.5360 0.2341
C 1.2133 -4.4533 -0.7249
C 0.3352 -5.3513 -1.4777
C 0.7064 -5.7924 -2.7611
C -0.1078 -6.5899 -3.5443
C -1.3409 -7.0087 -3.0617
C -1.7118 -6.6289 -1.7808
C -0.9012 -5.8272 -0.9809
C -1.3640 -5.4570 0.3843
Sb -1.9851 -3.3780 0.5444
C -2.3344 -3.0487 -1.5489
C -4.0345 -3.9456 0.9303
H 0.7852 -3.2801 -3.2400
H 2.5248 -2.9363 -3.3290
H 1.3597 -1.6571 -3.7009
H 2.8866 -3.1563 1.0650
H 3.7086 -1.6380 0.6109
H 3.9325 -3.1033 -0.3654
H 1.1543 -4.5875 0.3561
H 2.2488 -4.5912 -1.0419
H 1.6734 -5.4870 -3.1452
H 0.2255 -6.8911 -4.5308
H -1.9938 -7.6286 -3.6633
H -2.6605 -6.9684 -1.3755
H -0.5822 -5.6062 1.1311
H -2.2327 -6.0516 0.6707
H -2.6924 -3.9678 -2.0127
H -1.4130 -2.7448 -2.0446
H -3.0851 -2.2641 -1.6586
H -4.3456 -4.6898 0.1954
H -4.6891 -3.0795 0.8714
H -4.1090 -4.3796 1.9284
C 5.3445 3.0801 -2.9581
C 5.1547 3.1814 -1.4482
C 5.7804 4.4746 -0.9226
C 5.7844 1.9745 -0.7612
O 3.7436 3.1636 -1.2456
Si 2.7570 3.4095 0.0480
O 1.6108 2.3180 0.1423
O 3.7250 3.4232 1.3904
C 3.4133 3.0659 2.7288
C 3.3198 1.5462 2.8432
C 2.1102 3.7282 3.1667
C 4.5714 3.5787 3.5780
O 2.2027 4.9617 -0.0658
C 1.7081 5.6791 -1.1902
C 1.2640 4.7464 -2.3142
C 0.5379 6.5180 -0.6898
C 2.8212 6.5929 -1.7019
H 6.4035 2.9956 -3.2125
H 4.9379 3.9676 -3.4472
H 4.8168 2.2029 -3.3380
H 6.8652 4.4433 -1.0561
H 5.5629 4.6013 0.1363
H 5.3950 5.3384 -1.4636
H 6.8615 1.9542 -0.9438
H 5.3432 1.0541 -1.1446
H 5.6109 2.0229 0.3148
H 2.5152 1.1730 2.2100
H 3.1356 1.2414 3.8757
H 4.2502 1.0868 2.5034
H 1.2747 3.3774 2.5594
H 2.1840 4.8098 3.0417
H 1.8962 3.5062 4.2146
H 5.5041 3.1138 3.2536
H 4.4122 3.3503 4.6337
H 4.6648 4.6592 3.4597
H 0.5252 4.0360 -1.9493
H 2.1169 4.1900 -2.7081
H 0.8187 5.3249 -3.1271
H -0.2557 5.8728 -0.3099
H 0.1357 7.1376 -1.4942
H 0.8750 7.1680 0.1196
H 3.6400 5.9945 -2.0990
H 3.2006 7.2089 -0.8847
H 2.4519 7.2460 -2.4969
F 2.0307 2.2946 -6.5309
C 2.2697 1.6840 -5.3392
C 1.5485 2.0682 -4.2283
C 1.8085 1.4383 -3.0203
C 2.7715 0.4301 -2.8925
C 3.0063 -0.2570 -1.6057
C 3.4889 0.0994 -4.0477
C 3.2425 0.7092 -5.2688
H 0.8161 2.8612 -4.3079
H 1.2958 1.7814 -2.1286
H 3.9695 -0.7712 -1.6030
H 2.9930 0.4678 -0.7891
H 4.2552 -0.6655 -3.9863
H 3.7981 0.4420 -6.1583
```

* total charge: -1
* highest occupied orbital energy: -3.74 eV
* orbital gap: 5.845 eV
* E: -4242.3328 hartree
* LUMO energy: 0.077 hartree

A molecular structure, C59H50Br2N6O4P2ReS at a distorted geometry, computed with ωB97M-V with the def2-TZVPD basis set.

Structure (XYZ):
```
125
C59H50Br2N6O4P2ReS, DFT ωB97M-V with the def2-TZVPD basis set
Re 0.7321 0.6177 0.4686
C -8.3566 -5.9658 8.4879
O -8.4129 -5.7058 7.0531
C -7.4804 -5.0602 6.4364
C -6.3148 -4.5207 7.0599
C -5.4031 -3.8691 6.2923
C -5.5915 -3.7215 4.8867
C -6.7589 -4.2513 4.2782
C -7.6861 -4.9030 5.0241
C -4.5742 -3.0391 4.1364
N -3.4738 -2.5278 4.6728
C -2.7870 -1.9940 3.6392
C -3.4632 -2.1709 2.4440
N -4.6043 -2.8375 2.7727
C -2.9543 -1.7047 1.1825
C -3.5761 -1.8443 -0.0587
C -2.9455 -1.3308 -1.1661
C -1.7042 -0.7167 -1.0326
N -1.0694 -0.6023 0.1268
C -1.7098 -1.0575 1.2273
C -1.0233 -0.8387 2.4616
N 0.1453 -0.1582 2.3489
C 0.8484 0.0156 3.4760
C 0.4224 -0.4337 4.7224
C -0.7783 -1.0912 4.8376
C -1.5202 -1.3060 3.6784
H -9.2461 -6.5476 8.6975
H -8.3803 -5.0186 9.0222
H -7.4592 -6.5374 8.7131
H -6.1623 -4.6279 8.1230
H -4.5114 -3.4495 6.7369
H -6.9318 -4.1469 3.2160
H -8.5870 -5.3182 4.5945
H -5.3352 -3.1300 2.1451
H -4.5393 -2.3286 -0.1520
H -3.3949 -1.3996 -2.1469
H -1.1916 -0.2994 -1.8782
H 1.7888 0.5268 3.3934
H 1.0501 -0.2557 5.5837
H -1.1487 -1.4439 5.7902
Br 6.8576 -1.9933 1.4979
C 5.1289 -1.3480 1.2774
C 4.1366 -2.1432 0.7333
C 2.8690 -1.6115 0.5815
N 2.5550 -0.3589 0.9128
C 3.5186 0.4014 1.4805
C 4.8074 -0.0585 1.6760
C 3.0714 1.7364 1.9086
C 3.8701 2.6262 2.5992
C 3.3397 3.8475 2.9996
Br 4.3984 5.0661 3.9087
C 2.0075 4.1323 2.7234
C 1.2695 3.1987 2.0326
N 1.7849 2.0305 1.6136
H 4.3354 -3.1588 0.4241
H 2.0657 -2.1962 0.1747
H 5.5608 0.5644 2.1331
H 4.8934 2.3835 2.8402
H 1.5564 5.0613 3.0399
H 0.2251 3.3619 1.8103
O 0.8550 -0.5551 -1.3343
P 1.6569 -0.8510 -2.6115
C 2.7169 0.5299 -3.1283
P 2.4744 2.0819 -2.2495
O 1.9477 1.7848 -0.8692
C 4.0694 2.8739 -2.2159
C 4.7900 2.9864 -1.0309
C 6.0429 3.5817 -1.0360
C 6.5760 4.0592 -2.2245
C 5.8601 3.9464 -3.4113
C 4.6064 3.3601 -3.4106
C 1.4187 3.1166 -3.2535
C 1.2625 4.4441 -2.8364
C 0.5311 5.3311 -3.6056
C -0.0431 4.9054 -4.8012
C 0.1083 3.5937 -5.2231
C 0.8424 2.6990 -4.4533
C 2.6752 -2.3158 -2.4550
C 2.1333 -3.4216 -1.7945
C 2.8271 -4.6186 -1.7524
C 4.0677 -4.7226 -2.3706
C 4.5995 -3.6384 -3.0535
C 3.8987 -2.4424 -3.1117
C 0.6582 -1.2141 -4.0680
C -0.5820 -1.8444 -3.9509
C -1.2917 -2.2241 -5.0802
C -0.7661 -1.9951 -6.3420
C 0.4825 -1.4055 -6.4732
C 1.1947 -1.0251 -5.3468
H 2.5675 0.7283 -4.1836
H 3.7640 0.2517 -2.9976
H 4.3650 2.6094 -0.1117
H 6.6062 3.6766 -0.1176
H 7.5509 4.5268 -2.2288
H 6.2774 4.3254 -4.3335
H 4.0465 3.2971 -4.3366
H 1.7358 4.7858 -1.9231
H 0.4287 6.3618 -3.2948
H -0.5914 5.6076 -5.4146
H -0.3295 3.2689 -6.1570
H 0.9521 1.6813 -4.8042
H 1.1480 -3.3559 -1.3488
H 2.3971 -5.4778 -1.2555
H 4.6090 -5.6583 -2.3417
H 5.5537 -3.7277 -3.5533
H 4.3163 -1.6229 -3.6823
H -0.9771 -2.0877 -2.9784
H -2.2478 -2.7199 -4.9780
H -1.3148 -2.3002 -7.2226
H 0.9095 -1.2527 -7.4548
H 2.1823 -0.6087 -5.4880
O -0.9461 1.9996 0.3431
S -0.9236 3.2749 -0.5548
C -2.0939 4.3924 0.2344
C -2.8779 5.0071 -0.9170
C -3.2629 3.8383 -1.8238
C -2.0167 2.9574 -1.9748
H -1.5493 5.1094 0.8447
H -2.7122 3.7527 0.8680
H -2.2566 5.7247 -1.4603
H -3.7465 5.5455 -0.5428
H -3.6080 4.1834 -2.7963
H -4.0731 3.2659 -1.3708
H -1.4398 3.1840 -2.8690
H -2.2184 1.8877 -1.9419
```

* 2S+1: 2
* total charge: +4
* highest occupied orbital energy (alpha / beta): -15.99 / -16.01 eV
* orbital gap (alpha / beta): 6.876 / 4.650 eV
* E: -9213.9798 hartree
* relative energy (zero: lowest compared OMol25 entry of this formula, charge and spin): 79.7 kJ/mol
* LUMO energy (alpha / beta): -0.335 / -0.417 hartree

A molecular structure, C26H24N11O3Y at a distorted geometry, computed with ωB97M-V with the def2-TZVPD basis set.

Structure (XYZ):
```
65
C26H24N11O3Y, DFT ωB97M-V with the def2-TZVPD basis set
Y -0.3501 -0.1928 0.2269
O 3.3996 -3.9409 -4.9191
C 3.5149 -3.9501 -3.6686
O 4.3136 -4.5832 -2.9943
C 2.6382 -3.0868 -2.8301
C 1.6917 -2.3059 -3.4138
C 0.8140 -1.5860 -2.5435
N 0.9627 -1.6445 -1.1594
C 1.9442 -2.3949 -0.6131
C 2.7482 -3.2420 -1.4361
C 2.2650 -2.1358 0.7806
C 3.2379 -2.8811 1.4380
C 3.4628 -2.5973 2.8203
C 2.7645 -1.6301 3.5133
C 1.7281 -1.0035 2.8314
N 1.5207 -1.2368 1.5227
C -0.3476 -0.8620 -3.0670
C -0.8520 -1.0516 -4.3616
C -2.0758 -0.4496 -4.7212
C -2.5649 0.5850 -3.9028
C -1.9423 0.8310 -2.6941
N -0.9122 0.1315 -2.2278
H 1.6735 -2.2768 -4.5322
H 3.4497 -4.0090 -1.0839
H 3.8707 -3.5710 0.8816
H 4.2419 -3.1382 3.4281
H 2.9927 -1.3095 4.5588
H 1.0639 -0.2722 3.3091
H -0.3839 -1.8035 -4.9704
H -2.6051 -0.7319 -5.6522
H -3.5090 1.1277 -4.1408
H -2.3151 1.6161 -2.1025
N 1.6082 1.7971 -2.0196
C 1.4236 2.5378 -0.9007
N 1.9697 3.7685 -0.9060
C 1.7667 4.4286 0.2707
N 2.1527 5.7096 0.2878
N 1.2226 3.8839 1.3638
C 0.6283 2.7017 1.2011
N 0.6250 1.9722 0.0431
C -0.0478 2.1689 2.3931
C -0.0246 2.8715 3.6602
C -0.9379 2.5477 4.6528
C -1.7977 1.4202 4.4630
C -1.6212 0.6945 3.2934
N -0.7293 0.9825 2.3254
H 1.9165 2.3379 -2.8559
H 0.8943 1.0793 -2.2262
H 2.4076 6.1857 -0.5578
H 2.0092 6.2642 1.1185
H 0.7235 3.6845 3.7837
H -0.9888 3.0271 5.6758
H -2.4416 1.1200 5.3183
H -2.2440 -0.1840 3.1711
C -4.2441 0.9843 0.8133
N -4.5428 -0.4175 0.4276
C -3.5792 -1.3725 0.5606
N -3.9886 -2.6501 0.7226
O -2.3489 -1.0085 0.5506
H -4.2544 1.1243 1.9198
H -5.0043 1.6278 0.3585
H -3.2405 1.2306 0.4484
H -5.4754 -0.7846 0.5247
H -4.9864 -2.7940 0.8048
H -3.2906 -3.3437 1.0370
```

* total charge: +2
* highest occupied orbital energy: -11.55 eV
* orbital gap: 4.537 eV
* E: -1871.2858 hartree
* LUMO energy: -0.258 hartree